Computed, not measured: one molecule with the formula C9H8F5N at a distorted geometry, with ωB97M-V with the def2-TZVPD basis set.

Its spin multiplicity is 1. The calculation puts the energy above the lowest of the compared OMol25 structures with the same formula, charge and spin at 19.3 kJ/mol. The largest force on an atom is 3.01 eV/Å. The net charge is 0. The frontier orbital gap comes out at 10.4 eV. The HOMO energy is -9.47 eV.

Each line ends with the Mulliken charge.
Atoms and positions in Å:
F (2.444, 1.238, -0.463)  -0.2758
F (3.401, -0.678, -0.555)  -0.2900
F (-0.875, -1.391, -1.803)  -0.2728
F (0.089, 1.884, 1.458)  -0.2830
F (1.752, -0.164, -1.925)  -0.2407
N (0.950, -2.046, -0.005)  -0.6328
C (-1.206, -0.366, -1.047)  0.4527
C (1.071, -0.609, 0.244)  1.2036
C (-0.290, 0.170, -0.117)  -0.4394
C (-1.857, 1.969, 0.196)  -0.9139
C (-2.416, 0.128, -1.199)  -0.4824
C (-0.647, 1.327, 0.497)  0.7940
C (-2.783, 1.283, -0.583)  -0.1586
C (2.194, -0.045, -0.675)  0.5732
C (1.181, -0.435, 1.792)  -1.8300
H (1.276, -2.638, 0.699)  0.2019
H (1.326, -2.231, -0.871)  0.1868
H (0.248, -0.764, 2.134)  0.5664
H (-2.209, 2.809, 0.762)  0.4012
H (1.383, 0.600, 2.128)  0.3917
H (1.828, -1.230, 2.194)  0.4070
H (-3.855, 1.507, -0.848)  0.2846
H (-3.004, -0.319, -2.013)  0.3562


Computed, not measured: a 2-piece molecular cluster, C4H13NOS overall at a distorted geometry, with ωB97M-V with the def2-TZVPD basis set.

As for the expectation value of S²: 0.755. Its spin multiplicity is 2. The calculation puts the energy above the lowest of the compared OMol25 structures with the same formula, charge and spin at 148.3 kJ/mol. The largest force on an atom is 1.06 eV/Å. The net charge is +1. The frontier orbital gap (spin up / spin down) comes out at 9.8 / 3.2 eV. The HOMO energy (spin up / spin down) is -13.32 / -12.26 eV.

Each line ends with the Löwdin spin population.
Atoms and positions in Å:
S (2.230, -0.832, -1.017)  0.6490
O (0.526, 3.559, 0.608)  0.0007
N (-2.896, -0.069, 1.138)  0.1286
C (-0.523, -1.100, -0.755)  0.0034
C (-1.509, 0.041, 1.430)  0.0175
C (-0.619, -1.017, 0.775)  0.0319
C (0.585, -0.233, -1.294)  0.0850
H (-3.253, 0.399, 0.330)  0.0024
H (0.312, 2.874, 1.255)  0.0001
H (-3.488, -0.474, 1.837)  0.0027
H (-0.328, -2.143, -0.998)  -0.0010
H (1.907, -2.127, -0.806)  0.0193
H (0.392, -0.899, 1.184)  0.0077
H (-1.336, -0.074, 2.502)  0.0001
H (0.517, -0.045, -2.379)  0.0353
H (-1.138, 1.049, 1.234)  0.0038
H (0.131, 3.309, -0.240)  0.0001
H (-0.925, -1.986, 1.149)  0.0006
H (0.615, 0.803, -0.954)  0.0130
H (-1.473, -0.832, -1.205)  -0.0003


Computed, not measured: a 2-piece molecular cluster, C3H6F2N2 overall at a distorted geometry, with ωB97M-V with the def2-TZVPD basis set.

Its spin multiplicity is 1. The calculation puts the energy above the lowest of the compared OMol25 structures with the same formula, charge and spin at 503.1 kJ/mol. The largest force on an atom is 6.31 eV/Å. The net charge is 0. The frontier orbital gap comes out at 9.7 eV. The HOMO energy is -8.82 eV.

Each line ends with the Mulliken charge.
Atoms and positions in Å:
F (-1.991, 1.474, -0.633)  -0.1507
F (-2.407, -1.600, 0.425)  -0.2325
N (-1.641, 0.645, 0.396)  -0.0554
N (-0.290, -1.128, -0.226)  -0.2002
C (-1.592, -0.696, -0.075)  -0.0364
C (-0.272, 1.011, 0.932)  -0.3987
C (0.578, 0.019, 0.035)  -0.6518
H (-2.586, -0.263, -1.412)  0.2081
H (1.005, 0.558, -0.746)  0.3267
H (1.386, -0.272, 0.613)  0.3565
H (-0.175, 0.547, 1.960)  0.2382
H (-0.152, 2.064, 0.821)  0.3737
H (0.027, -1.846, -0.849)  0.2225


Computed, not measured: one molecule with the formula C17H18ClNO3, with ωB97M-V with the def2-TZVPD basis set.

Its spin multiplicity is 1. The calculation puts the energy above the lowest of the compared OMol25 structures with the same formula, charge and spin at 0.0 kJ/mol. The largest force on an atom is 0.59 eV/Å. The net charge is 0. The frontier orbital gap comes out at 8.7 eV. The HOMO energy is -8.31 eV.

Each line ends with the Mulliken charge.
Atoms and positions in Å:
Cl (-1.904, -1.514, 2.632)  -0.2370
O (-0.832, -3.733, 1.197)  -0.4133
O (2.072, 0.574, -2.897)  -0.6567
O (-2.228, 3.313, 0.764)  -0.6469
N (-0.011, 3.072, 0.519)  -0.0004
C (-0.515, -0.107, -0.834)  0.1213
C (3.512, 1.801, -1.437)  -0.7976
C (-0.353, 1.214, -1.555)  -0.2509
C (-1.309, 2.894, 0.101)  0.0897
C (3.430, 3.198, -0.837)  -0.8014
C (-1.451, 2.230, -1.247)  -0.9300
C (1.003, 1.783, -1.190)  0.2527
C (-1.181, -1.418, 1.067)  -0.2412
C (-0.689, -6.053, 1.644)  -1.4175
C (1.109, 2.651, -0.163)  0.5457
C (2.419, 3.208, 0.304)  -0.9134
C (-0.112, -2.490, -0.779)  -0.6242
C (-0.027, -1.267, -1.419)  -1.0410
C (-0.380, -4.952, 0.641)  -0.3226
C (-1.096, -0.198, 0.426)  -0.1789
C (2.165, 1.318, -1.940)  0.6057
C (-0.693, -2.592, 0.481)  0.9065
H (3.842, 1.088, -0.675)  0.2836
H (2.790, 2.590, 1.129)  0.2849
H (0.280, -3.366, -1.271)  0.3633
H (-1.758, -6.091, 1.833)  0.3291
H (4.226, 1.762, -2.260)  0.3581
H (4.410, 3.510, -0.473)  0.3239
H (-0.897, -5.147, -0.309)  0.3720
H (-0.359, -7.012, 1.256)  0.4180
H (0.442, -1.212, -2.390)  0.4514
H (-0.180, -5.852, 2.583)  0.3271
H (2.279, 4.222, 0.685)  0.3757
H (0.111, 3.607, 1.369)  0.2657
H (-1.414, 3.037, -1.986)  0.3946
H (-0.347, 1.005, -2.629)  0.6429
H (0.701, -4.902, 0.451)  0.3632
H (-1.500, 0.668, 0.924)  0.7039
H (3.115, 3.906, -1.608)  0.3562
H (-2.438, 1.770, -1.308)  0.3379


Computed, not measured: an isolated ion of composition C5H14NO and charge +1 at a distorted geometry, with ωB97M-V with the def2-TZVPD basis set.

Its spin multiplicity is 1. The calculation puts the energy above the lowest of the compared OMol25 structures with the same formula, charge and spin at 80.1 kJ/mol. The largest force on an atom is 1.85 eV/Å. The net charge is +1. The frontier orbital gap comes out at 12.0 eV. The HOMO energy is -15.19 eV.

Each line ends with the Mulliken charge.
Atoms and positions in Å:
O (0.742, -0.047, 2.693)  -0.5924
N (1.418, 0.653, 0.373)  -0.1662
C (-0.238, -0.537, 1.798)  -0.6605
C (0.380, -0.448, 0.387)  -0.3769
C (-0.549, -0.404, -0.842)  0.5592
C (-1.493, 0.806, -0.739)  -1.3386
C (0.244, -0.464, -2.140)  -1.5894
H (0.950, 0.364, -2.238)  0.4003
H (-0.554, -1.559, 1.989)  0.3760
H (1.731, 0.762, 1.354)  0.3723
H (0.921, 1.519, 0.142)  0.3193
H (0.954, -1.379, 0.273)  0.4203
H (2.097, 0.428, -0.351)  0.3682
H (-1.114, 0.126, 1.839)  0.3304
H (-0.458, -0.327, -2.957)  0.4229
H (-1.128, -1.324, -0.746)  0.3559
H (-2.385, 0.599, -0.158)  0.3523
H (0.745, -1.422, -2.243)  0.3797
H (-0.997, 1.698, -0.329)  0.3079
H (-1.786, 1.208, -1.710)  0.4038
H (0.522, -0.252, 3.606)  0.3558


Computed, not measured: a 2-piece molecular cluster, C4H9N overall at a distorted geometry, with ωB97M-V with the def2-TZVPD basis set.

Its spin multiplicity is 1. The calculation puts the energy above the lowest of the compared OMol25 structures with the same formula, charge and spin at 185.1 kJ/mol. The largest force on an atom is 1.76 eV/Å. The net charge is 0. The frontier orbital gap comes out at 10.6 eV. The HOMO energy is -9.56 eV.

Each line ends with the Mulliken charge.
Atoms and positions in Å:
N (-2.462, -0.515, 0.795)  -0.5145
C (-2.342, 0.745, 0.813)  -0.2450
C (0.928, -0.267, -1.600)  -0.9815
C (1.566, -0.516, -0.250)  -0.0175
C (2.294, 0.424, 0.357)  -0.7956
H (2.716, 1.258, -0.202)  0.2699
H (-0.036, -0.778, -1.585)  0.2658
H (1.548, -1.448, 0.304)  0.3862
H (-3.195, 1.412, 0.676)  0.2602
H (2.496, 0.356, 1.414)  0.2617
H (0.725, 0.797, -1.599)  0.2944
H (1.533, -0.620, -2.422)  0.3160
H (-1.494, 1.235, 1.298)  0.2089
H (-1.562, -0.960, 0.981)  0.2908